1.
This record from the OMol25 dataset describes a 2-piece molecular cluster, CH5N3O2 overall. The level of theory is ωB97M-V with the def2-TZVPD basis set.

As for the expectation value of S²: 2.01. Its highest occupied orbital energy (spin up / spin down) is -8.5682 / -11.1735 eV. Its charge is 0. Its spin multiplicity is 3.

Structure (XYZ):
```
11
Properties=species:S:1:pos:R:3:nbo_charge:R:1
C 0.58357 -1.40658 -1.29294 -0.5395
N 0.68279 0.89949 1.26126 -0.5008
N 0.02901 0.97848 0.10334 -0.0606
N -1.24166 0.49556 0.07775 0.5661
O -1.79025 0.69963 -0.98390 -0.3362
O -1.72565 0.00539 1.07722 -0.4244
H 0.27636 -2.19553 -0.64865 0.1855
H 0.23812 -0.58456 -1.89518 0.2029
H 1.61004 -1.35752 -1.12946 0.1425
H -0.00460 0.87650 1.95887 0.3742
H 1.34226 1.58914 1.47170 0.3903
```



2.
This record from the OMol25 dataset describes a 2-piece molecular cluster, CH5N3O2 overall. The level of theory is ωB97M-V with the def2-TZVPD basis set.

As for the expectation value of S²: 2.01. Its highest occupied orbital energy (spin up / spin down) is -5.9481 / -10.3584 eV. Its charge is 0. Its spin multiplicity is 3.

Structure (XYZ):
```
11
Properties=species:S:1:pos:R:3:nbo_charge:R:1
C 0.39900 0.64615 -0.55534 -0.4787
N -0.11594 -2.96847 -0.30474 0.0359
N 0.16582 0.75788 0.65001 -0.4033
N 0.81817 -3.02299 0.45129 0.1172
O 0.84494 -2.16597 1.43724 -0.5350
O -1.13827 -2.08418 -0.17688 -0.5902
H 0.25593 1.32648 -1.38612 0.2545
H 0.30218 -1.42310 1.34754 0.4729
H 0.79677 -0.25782 -0.98347 0.2308
H -0.47778 1.57597 1.05882 0.3933
H -1.67582 -2.04222 -0.96857 0.5028
```



1 has the most favorable energy; the next structure is 0.0484 hartree above.



1.
This record from the OMol25 dataset describes a 2-piece molecular cluster, C3H9OS overall. The level of theory is ωB97M-V with the def2-TZVPD basis set.

Its highest occupied orbital energy is -2.4587 eV. Its charge is -1.

Structure (XYZ):
```
14
Properties=species:S:1:pos:R:3:nbo_charge:R:1
C 1.94520 -0.95046 2.01796 -0.7495
S 2.05686 -1.35844 0.19328 -0.7571
H 2.86781 -1.31912 2.46159 0.1864
H 1.92709 0.13994 2.00266 0.1863
H 1.07391 -1.37112 2.52085 0.1752
C -0.89875 0.00127 -0.92832 -0.0737
O -0.69574 0.41408 0.42572 -0.7790
C -1.60521 1.13441 -1.62703 -0.6210
H 0.05168 -0.14967 -1.42540 0.2008
H -1.47702 -0.92117 -0.86848 0.1489
H 0.10546 -0.05679 0.72524 0.5031
H -0.91068 1.96468 -1.80427 0.1976
H -1.99917 0.90659 -2.62454 0.1869
H -2.44145 1.56579 -1.06926 0.1949
```



2.
This record from the OMol25 dataset describes a 2-piece molecular cluster, C3H9OS overall. The level of theory is ωB97M-V with the def2-TZVPD basis set.

Its highest occupied orbital energy is -2.4343 eV. Its charge is -1.

Structure (XYZ):
```
14
Properties=species:S:1:pos:R:3:nbo_charge:R:1
C -0.80180 1.18092 -1.99061 -0.2442
O -1.77517 0.12842 -2.07138 -0.7533
H -0.46754 1.37617 -3.01443 0.1426
H -1.32814 2.02297 -1.55504 0.1774
H 0.11159 0.93231 -1.44662 0.1804
C 1.51721 -0.46598 1.37937 -0.6200
C 0.07364 -0.97544 1.45535 -0.5192
S -1.11247 0.37397 1.73441 -0.7299
H 1.84974 0.00345 2.30250 0.1933
H 1.49041 0.34651 0.64745 0.1991
H 2.20502 -1.26732 1.09407 0.1663
H -0.07639 -1.50068 0.53108 0.1506
H -0.04594 -1.73729 2.22135 0.1692
H -1.64015 -0.41800 -1.28749 0.4878
```



1 has the most favorable energy; the next structure is 0.0062 hartree above.



1.
This record from the OMol25 dataset describes an isolated ion of composition H3NO3P and charge -1. The level of theory is ωB97M-V with the def2-TZVPD basis set.

Its highest occupied orbital energy is -3.0410 eV. Its charge is -1.

Structure (XYZ):
```
8
Properties=species:S:1:pos:R:3:nbo_charge:R:1
O -0.11912 0.78059 -1.37883 -1.1726
P -0.06504 0.52748 0.13828 1.9964
O 1.32492 0.99189 0.94422 -0.9912
N -0.23795 -0.94764 0.64669 -0.8888
O -0.74292 -1.87477 -0.40303 -0.6498
H -0.97294 1.43648 0.75542 -0.2082
H 1.91126 0.40112 0.52915 0.4711
H -1.09820 -1.31515 -1.23190 0.4431
```



2.
This record from the OMol25 dataset describes a 2-piece molecular cluster, H3NO3P overall. The level of theory is ωB97M-V with the def2-TZVPD basis set.

Its highest occupied orbital energy (spin up / spin down) is -2.9870 / -4.2307 eV. Its charge is -1.

Structure (XYZ):
```
8
Properties=species:S:1:pos:R:3:nbo_charge:R:1
N -0.22115 -0.19328 -1.07438 -1.1027
O -1.59500 0.12817 0.72912 -1.0936
O 1.94469 -1.02845 0.30332 -1.0949
O 0.87883 1.33212 0.74056 -1.0313
P 1.12518 0.14876 -0.22190 1.9961
H -0.29058 -1.08830 -1.51539 0.3575
H -1.77796 -0.36305 -0.03483 0.4264
H -0.06401 1.06403 1.07350 0.5425
```



1 has the most favorable energy; the next structure is 0.0240 hartree above.



1.
This record from the OMol25 dataset describes a 2-piece molecular cluster, C5H16N2O overall. The level of theory is ωB97M-V with the def2-TZVPD basis set.

Its highest occupied orbital energy is -8.0072 eV. Its charge is 0.

Structure (XYZ):
```
24
Properties=species:S:1:pos:R:3:nbo_charge:R:1
C 0.38922 -0.61856 3.14557 -0.4095
N 0.47799 0.30584 2.08981 -0.6495
C -0.85331 0.85923 1.76048 -0.2280
C -1.68506 0.02928 0.70159 -0.4578
C -1.88906 0.81410 -0.51201 -0.0191
C -2.61835 -0.12665 -1.67659 -0.6160
N -0.64282 1.28947 -1.11737 -0.8472
H -0.33853 -1.33338 3.12023 0.1647
H 1.20327 -1.31151 2.86354 0.1939
H 0.39548 -0.28071 4.13194 0.1807
H 1.08983 0.20164 1.31979 0.3779
H -0.57842 1.80758 1.05857 0.2101
H -1.46892 1.14483 2.61759 0.1957
H -2.62097 -0.31963 1.09133 0.2117
H -1.00549 -0.86216 0.48577 0.1958
H -2.59287 1.75149 -0.40341 0.1919
H -1.96975 -1.00196 -1.63994 0.1973
H -2.63815 0.48636 -2.51414 0.2057
H -3.60626 -0.44495 -1.27958 0.1977
H -0.07593 0.70100 -1.55476 0.3516
H -0.69514 2.06359 -1.58284 0.3523
O 5.58548 -1.83917 -3.55646 -0.9279
H 6.16393 -2.12059 -2.83467 0.4642
H 5.14726 -2.67976 -3.74906 0.4637
```



2.
This record from the OMol25 dataset describes a 2-piece molecular cluster, C5H16N2O overall. The level of theory is ωB97M-V with the def2-TZVPD basis set.

Its highest occupied orbital energy is -8.2833 eV. Its charge is 0.

Structure (XYZ):
```
24
Properties=species:S:1:pos:R:3:nbo_charge:R:1
C 0.16130 1.22088 2.20088 -0.4177
N 1.30861 0.44086 1.71061 -0.6366
C 1.74242 0.71921 0.31804 -0.2250
C 1.42059 -0.31282 -0.79346 -0.4280
C 0.75037 0.37747 -2.01457 -0.0423
C -0.52271 1.15903 -1.64674 -0.6361
N 0.41866 -0.69217 -3.00329 -0.8244
H 0.39997 1.49473 3.24479 0.1890
H -0.00296 2.13095 1.63146 0.1885
H -0.74012 0.61099 2.32589 0.1799
H 1.12545 -0.53857 1.86722 0.3549
H 2.82528 0.78075 0.46028 0.1942
H 1.38971 1.69930 0.04501 0.1832
H 0.75471 -1.13494 -0.50806 0.2000
H 2.34324 -0.80371 -1.11419 0.2189
H 1.46466 0.93589 -2.61938 0.1909
H -1.39501 0.50622 -1.66227 0.2041
H -0.71346 1.86272 -2.46493 0.2103
H -0.44197 1.76806 -0.75745 0.2091
H -0.46588 -1.09095 -2.70795 0.3365
H 0.22833 -0.28955 -3.90719 0.3503
O -3.84411 -3.32787 3.35371 -0.9343
H -4.63811 -3.85543 3.55104 0.4679
H -3.56895 -3.66106 2.49054 0.4665
```



2 has the most favorable energy; the next structure is 0.0618 hartree above.



1.
This record from the OMol25 dataset describes a 2-piece molecular cluster, C5H16N2O overall. The level of theory is ωB97M-V with the def2-TZVPD basis set.

Its highest occupied orbital energy is -8.6582 eV. Its charge is 0.

Structure (XYZ):
```
24
Properties=species:S:1:pos:R:3:nbo_charge:R:1
C -0.24473 0.42802 -2.73264 -0.4140
N 0.49657 -0.64308 -2.08715 -0.6222
C 0.10028 -1.01812 -0.76418 -0.2126
C 0.66821 -0.07080 0.34738 -0.4222
C 0.75229 -0.61065 1.72757 -0.4069
C -0.65643 -0.98602 2.31413 -0.2170
N -0.49730 -0.92805 3.79610 -0.8315
H 0.28694 0.86193 -3.56863 0.1976
H -1.25734 0.08371 -2.93589 0.1926
H -0.47039 1.27604 -2.05610 0.1520
H 1.46365 -0.39223 -2.12142 0.3529
H 0.36671 -2.06339 -0.56110 0.1840
H -0.98441 -1.03300 -0.62326 0.1900
H -0.05099 0.76632 0.30431 0.1948
H 1.54785 0.47399 -0.01745 0.2060
H 1.29046 0.02697 2.42647 0.2174
H 1.23739 -1.59442 1.73801 0.1903
H -1.50317 -0.33346 2.13901 0.1915
H -0.77579 -2.01310 1.95909 0.1663
H 0.40257 -1.33303 4.04779 0.3401
H -1.11584 -1.57268 4.29445 0.3498
O -0.08693 3.79152 -2.58514 -0.9500
H -0.14445 2.97771 -3.07448 0.4742
H -0.82516 3.90582 -1.96686 0.4769
```



2.
This record from the OMol25 dataset describes a 2-piece molecular cluster, C5H16N2O overall. The level of theory is ωB97M-V with the def2-TZVPD basis set.

Its highest occupied orbital energy is -8.0505 eV. Its charge is 0.

Structure (XYZ):
```
24
Properties=species:S:1:pos:R:3:nbo_charge:R:1
C 1.40171 -2.10508 -1.56434 -0.6091
C 0.69694 -0.73235 -0.99955 -0.2246
C -0.40291 -0.38099 -1.92517 -0.6267
C 0.48126 -0.84489 0.63442 -0.1851
N -0.10990 0.25642 1.37699 -0.6936
C 0.13831 0.51942 2.80169 -0.0503
N 0.73999 1.89481 2.99700 -0.8578
H 2.53056 -2.02648 -1.63353 0.2069
H 1.21019 -2.95200 -0.88754 0.2061
H 1.11986 -2.35072 -2.53908 0.2018
H 1.56447 0.01970 -1.09757 0.1948
H -0.11446 0.19463 -2.80237 0.2254
H -1.34318 0.02429 -1.36126 0.1962
H -0.84070 -1.31327 -2.33799 0.2058
H -0.13312 -1.73810 0.64539 0.1467
H 1.44537 -1.05589 1.23833 0.1908
H -0.81537 0.61194 0.82241 0.3762
H 0.68953 -0.36638 3.31404 0.2017
H -0.88167 0.60842 3.37182 0.1813
H 1.59420 2.05426 2.46211 0.3545
H 0.07679 2.64038 2.68997 0.3574
O -3.16370 2.44587 -1.37229 -0.9257
H -3.15432 1.59809 -1.85869 0.4649
H -2.72986 2.99790 -1.97479 0.4624
```



3.
This record from the OMol25 dataset describes a 2-piece molecular cluster, C5H16N2O overall. The level of theory is ωB97M-V with the def2-TZVPD basis set.

Its highest occupied orbital energy is -8.4576 eV. Its charge is 0.

Structure (XYZ):
```
24
Properties=species:S:1:pos:R:3:nbo_charge:R:1
C -1.66593 2.54562 0.55778 -0.4213
N -0.91303 1.61121 -0.19049 -0.6331
C -0.92292 0.19845 0.22395 -0.2445
C -0.62584 -0.69508 -1.07441 -0.4325
C 0.79220 -1.33664 -0.92009 -0.0268
C 1.99165 -0.23686 -0.86589 -0.6379
N 1.06871 -2.31239 -1.97531 -0.8916
H -2.62349 2.07827 0.84393 0.1911
H -1.21894 3.03179 1.51398 0.1750
H -2.01098 3.31080 -0.27076 0.2025
H 0.05869 1.78871 0.04515 0.3561
H -1.81902 -0.20801 0.59444 0.1942
H -0.14801 -0.05418 1.02073 0.1663
H -0.87175 -0.00613 -1.88277 0.2253
H -1.34500 -1.52000 -1.39030 0.1986
H 0.71944 -2.12541 -0.03478 0.1846
H 2.90257 -0.63905 -1.16806 0.2160
H 2.25733 0.12496 0.14648 0.2200
H 1.73946 0.57598 -1.55155 0.2119
H 0.34118 -2.99214 -2.15535 0.3717
H 1.68265 -2.03370 -2.73098 0.3719
O 0.26458 0.01189 3.51014 -0.9316
H -0.39380 -0.27824 2.88737 0.4689
H 0.10831 0.90650 3.68384 0.4654
```



1 has the most favorable energy; the next structure is 0.0359 hartree above.



1.
This record from the OMol25 dataset describes a 2-piece molecular cluster, C5H16N2O overall. The level of theory is ωB97M-V with the def2-TZVPD basis set.

Its highest occupied orbital energy is -8.9149 eV. Its charge is 0.

Structure (XYZ):
```
24
Properties=species:S:1:pos:R:3:nbo_charge:R:1
C -2.13433 -1.18199 -1.92619 -0.6108
C -0.94917 -0.69569 -1.11989 -0.4017
C -0.62641 0.79337 -1.38906 -0.2106
N 0.12780 1.40657 -0.31177 -0.6517
C 1.59022 1.48908 -0.49997 -0.2268
C 2.32642 0.38968 0.31961 -0.2246
N 1.65466 0.08310 1.57173 -0.8495
H -3.08651 -0.79827 -1.54185 0.2051
H -2.13694 -0.83515 -2.96660 0.2022
H -2.17744 -2.26599 -1.95798 0.2124
H -0.06056 -1.25491 -1.36642 0.1933
H -1.15553 -0.85011 -0.05728 0.1868
H -1.53937 1.36747 -1.51971 0.1906
H -0.08962 0.75819 -2.34801 0.1689
H -0.22159 2.32246 -0.07130 0.3733
H 1.80828 1.34482 -1.55174 0.1818
H 1.91306 2.44994 -0.11683 0.1935
H 2.40020 -0.48628 -0.35425 0.1583
H 3.34134 0.72828 0.52542 0.1828
H 0.69746 0.41911 1.51670 0.3694
H 1.59831 -0.91588 1.70950 0.3548
O -1.53430 -1.76610 2.96965 -0.9299
H -1.16373 -2.36829 2.31710 0.4654
H -1.52620 -0.91764 2.50986 0.4672
```



2.
This record from the OMol25 dataset describes a 2-piece molecular cluster, C5H16N2O overall. The level of theory is ωB97M-V with the def2-TZVPD basis set.

Its highest occupied orbital energy is -8.3768 eV. Its charge is 0.

Structure (XYZ):
```
24
Properties=species:S:1:pos:R:3:nbo_charge:R:1
C -0.03839 0.78701 -2.52191 -0.6435
C -1.34940 0.50373 -1.79918 -0.2328
N -1.40579 0.67807 -0.36536 -0.6263
C -0.92577 -0.40002 0.53230 -0.2275
C 0.44971 -0.96524 0.18887 -0.0705
C 0.70961 -2.13413 1.15307 -0.6285
N 1.55262 0.04383 0.31165 -0.8491
H 0.66819 -0.02621 -2.63785 0.2104
H -0.16163 1.31777 -3.48124 0.2102
H 0.52240 1.63035 -2.08063 0.2145
H -2.03719 1.29946 -2.14691 0.1922
H -1.79319 -0.43486 -2.10706 0.1944
H -1.02274 1.56409 -0.06569 0.3375
H -1.57525 -1.25150 0.25316 0.1887
H -1.08295 0.00055 1.52197 0.2036
H 0.42448 -1.32260 -0.84256 0.1782
H -0.02817 -2.92292 0.93632 0.2039
H 0.48562 -1.85223 2.17921 0.2114
H 1.66434 -2.65316 1.04528 0.2101
H 1.24627 0.75529 0.97215 0.3627
H 2.31264 -0.45199 0.76771 0.3515
O 0.51250 1.57144 2.79633 -0.9427
H 0.96339 2.29238 3.24601 0.4807
H -0.09133 1.97089 2.14437 0.4708
```



1 has the most favorable energy; the next structure is 0.0109 hartree above.